This record from the Open Molecules 2025 dataset describes an isolated molecule of C6H12Si at a distorted geometry. The level of theory is ωB97M-V/def2-TZVPD.

Bonds (Å) are listed after each position.
Geometry (Å):
1 C 2.532 1.454 -0.263  C2 1.895, H8 1.115, H9 1.120, H10 1.096
2 C 0.860 0.563 -0.202  C1 1.895, C3 1.388, Si5 1.865
3 C 0.738 -0.809 -0.033  C2 1.388, C4 1.442, Si5 1.936
4 C 1.379 -2.081 0.194  C3 1.442, H11 1.092, H12 1.107, H13 1.114
5 Si -0.950 0.140 -0.041  C2 1.865, C3 1.936, C6 1.931, C7 1.890
6 C -2.101 0.271 -1.586  Si5 1.931, H14 1.095, H15 1.027, H16 1.100
7 C -1.767 0.276 1.658  Si5 1.890, H17 1.108, H18 1.034, H19 1.113
8 H 2.438 2.293 -0.991  C1 1.115
9 H 3.341 0.759 -0.605  C1 1.120
10 H 2.524 1.680 0.810  C1 1.096
11 H 1.866 -2.412 -0.725  C4 1.092
12 H 0.665 -2.808 0.625  C4 1.107
13 H 2.248 -1.844 0.849  C4 1.114
14 H -2.340 -0.744 -1.919  C6 1.095
15 H -2.998 0.717 -1.361  C6 1.027
16 H -1.580 0.719 -2.446  C6 1.100
17 H -2.092 -0.738 1.963  C7 1.108
18 H -1.011 0.458 2.340  C7 1.034
19 H -2.539 1.067 1.783  C7 1.113

**F_max**: 0.11425 Eh/bohr
**SMILES**: CC1=C(C)[Si]1(C)C
**Charge**: 0
**Multiplicity**: 1
**Energy relative to the best compared isomer or geometry (same formula, charge and spin)**: 300.3 kJ/mol
**E**: -14291.05363 eV
**HOMO-LUMO gap**: 0.319 Ha
**HOMO**: -7.9 eV

Results of the Mulliken charge analysis, in e, for atoms 1 through 5: number 1, C, carries -0.84; number 2, C, carries -0.34; number 3, C, carries 0.33; number 4, C, carries -0.91; number 5, Si, carries 0.22